(1)
ORCA calculation (ωB97M-V with the def2-TZVPD basis set) on a 2-piece molecular cluster, C4H7NO2 overall.

lowest unoccupied orbital energy (alpha / beta): 0.13 / 0.13 eV
calculated total energy: -361.75066 a.u.
HOMO level (alpha / beta): -7.855 / -7.854 eV
orbital gap (alpha / beta): 7.98 / 7.98 eV
max |F|: 0.3 eV/Å
relative energy (zero: lowest compared OMol25 entry of this formula, charge and spin): 81.7 kcal/mol

Each line ends with the natural charge from an NBO analysis.
Cartesian coordinates (Å):
1 H 1.61996 1.18986 0.63938  0.424
2 H 2.03428 -1.15835 0.42103  0.216
3 C -0.47339 0.99967 0.42815  -0.321
4 O -2.42633 -0.35748 -0.12240  -0.623
5 H -0.70110 2.04533 0.28683  0.222
6 H 1.04730 2.84544 -1.49905  -0.021
7 C -1.25759 -0.15807 0.19985  0.455
8 O -0.55069 -2.43854 -0.39233  -0.691
9 H -0.45891 -1.60107 1.50868  0.208
10 N 0.84214 0.56335 0.48412  -0.366
11 C 1.04574 -0.72584 0.40169  0.027
12 H -1.48080 -2.31226 -0.65592  0.496
13 H 1.05861 2.46123 -2.13447  0.020
14 C -0.29922 -1.35327 0.43443  -0.046

---

(2)
ORCA calculation (ωB97M-V with the def2-TZVPD basis set) on a 2-piece molecular cluster, C5H14NO overall in a non-equilibrium geometry.

lowest unoccupied orbital energy: -3.76 eV
calculated total energy: -328.61577 a.u.
HOMO level: -15.098 eV
orbital gap: 11.34 eV
max |F|: 1.9 eV/Å
relative energy (zero: lowest compared OMol25 entry of this formula, charge and spin): 44.2 kcal/mol
charge: +1

Each line ends with the natural charge from an NBO analysis.
Cartesian coordinates (Å):
1 H -0.47714 -2.37001 2.97259  0.227
2 H -0.17184 -1.64721 -0.00661  0.166
3 H -0.88788 -0.56887 1.16656  0.180
4 H 2.03815 -1.43666 1.32016  0.231
5 H 0.34185 -3.35901 1.61425  0.217
6 C -0.44055 -2.59592 1.87938  -0.613
7 H 0.67972 1.84082 -2.73621  0.255
8 O -0.39508 3.01124 -0.10150  -0.478
9 H 0.08656 4.02099 -1.81778  0.168
10 H 0.31399 0.70705 -0.53103  0.480
11 H -0.22084 -0.25301 -1.88762  0.459
12 N -0.36682 0.64546 -1.32865  -0.706
13 H 1.54198 -0.00566 0.51643  0.152
14 C -0.12895 -1.35883 1.01152  -0.408
15 H 1.19954 -0.24537 2.32297  0.237
16 H -1.07382 1.94206 -2.93346  0.265
17 C 1.22397 -0.71103 1.33004  -0.594
18 H -1.42325 -3.08075 1.65472  0.226
19 H -1.32068 0.51809 -0.92242  0.462
20 C -0.28150 1.86224 -2.21510  -0.337
21 C -0.23742 3.08440 -1.30823  0.411

---

(3)
ORCA calculation (ωB97M-V with the def2-TZVPD basis set) on the molecule Cl2H4Si3 in a non-equilibrium geometry.

lowest unoccupied orbital energy: -1.81 eV
calculated total energy: -1791.24629 a.u.
HOMO level: -8.956 eV
orbital gap: 7.14 eV
max |F|: 1.7 eV/Å
relative energy (zero: lowest compared OMol25 entry of this formula, charge and spin): 13.6 kcal/mol

Each line ends with the natural charge from an NBO analysis.
Cartesian coordinates (Å):
1 H 1.86522 1.35238 -0.04962  -0.062
2 Cl -0.49257 -2.29161 -1.01782  -0.385
3 H 1.73051 -1.64723 0.80176  -0.143
4 Si 0.45820 1.07797 -0.33643  -0.122
5 Si -1.63303 2.04143 -0.62173  0.757
6 H -0.41428 -1.39624 1.65046  -0.138
7 H 0.73566 1.15536 -1.74846  -0.105
8 Si 0.37806 -1.10404 0.41470  0.677
9 Cl -2.62776 0.81199 0.90716  -0.479

---

(4)
ORCA calculation (ωB97M-V with the def2-TZVPD basis set) on C39H28ClKN8O8 as an isolated structure in a non-equilibrium geometry.

lowest unoccupied orbital energy: 3.80 eV
calculated total energy: -3603.18479 a.u.
HOMO level: -1.554 eV
orbital gap: 5.36 eV
max |F|: 1.6 eV/Å
charge: -2

Each line ends with the Löwdin charge.
Cartesian coordinates (Å):
1 C 4.65453 2.96562 -0.15585  -0.073
2 C 3.08251 -3.13202 0.59164  -0.078
3 O -1.85850 1.44685 2.14673  -0.192
4 C -1.76831 5.62453 -0.10789  -0.142
5 C -0.30393 4.16661 1.04885  -0.039
6 C -0.88381 -3.83451 -2.42466  -0.343
7 H 1.08440 2.77859 5.22758  0.099
8 C -1.74920 4.83179 -1.23707  0.058
9 C 4.11244 2.46579 -1.32866  -0.024
10 O -3.26041 7.09415 -1.10694  0.055
11 O -5.10868 0.86071 1.85590  -0.034
12 C -2.36180 -4.85870 3.68057  -0.121
13 H -2.16296 -1.47914 3.86745  0.081
14 C 1.18448 -4.10916 -1.08947  -0.333
15 H 0.45555 -5.39393 -2.50519  0.126
16 C 1.19890 2.09183 4.39763  -0.072
17 H -2.99006 -1.70229 -1.17907  0.093
18 C 2.10317 -2.33839 0.01477  -0.113
19 H -0.72860 -4.53749 -4.46111  0.098
20 N 2.43607 1.33885 -0.07480  0.172
21 C 0.95511 -0.56192 -3.24927  -0.124
22 H 2.10692 -6.05120 -0.82775  0.097
23 C -1.79874 -4.96189 2.42366  -0.648
24 H 2.63887 3.31650 3.35463  0.099
25 C 2.93116 1.84419 1.04852  -0.209
26 C 2.98951 1.64734 -1.24126  -0.202
27 H -0.95992 -3.88823 0.75487  0.073
28 C -2.52455 -2.32209 -1.94098  -0.089
29 H -3.80982 -1.68366 -3.53138  0.104
30 H -2.93768 -3.44136 5.19169  0.100
31 C -2.82969 0.80644 2.65940  -0.626
32 C 2.16551 1.83815 -3.60729  -0.027
33 H 4.45785 3.04393 1.98781  0.100
34 H 0.45983 -1.50484 -3.04437  0.086
35 H -1.14728 5.95752 1.91347  0.110
36 C 2.13697 1.52189 2.27956  -0.241
37 C 0.43580 0.94545 4.32517  -0.047
38 C -1.07083 5.31825 1.04750  -0.005
39 C 1.38698 1.32518 -4.63421  -0.075
40 C -0.25270 3.35599 -0.07930  -0.038
41 N 1.69428 -0.08098 -2.26289  0.143
42 K -1.68381 0.72919 -0.06341  0.860
43 H -2.29920 5.11105 -2.12277  0.126
44 C -1.27561 -3.91742 -3.76107  -0.041
45 Cl -1.62415 -6.53021 1.65999  0.598
46 C -2.47936 -3.59142 4.22299  -0.058
47 N 1.42720 0.39518 2.22420  0.142
48 N -1.47229 -2.61638 2.28997  0.111
49 H 3.84684 -5.14503 0.69702  0.094
50 N 0.20354 -4.58678 -1.96273  0.107
51 C -3.97878 0.39053 1.67772  -0.665
52 C -2.35294 -3.15008 -4.16587  -0.094
53 H 0.11001 -0.31165 -5.20564  0.099
54 H 5.53693 3.59399 -0.18625  0.097
55 H 1.21433 1.90932 -5.52801  0.105
56 H 2.04644 -1.27222 0.21122  0.076
57 C -0.98798 3.66796 -1.22170  -0.108
58 H -0.32353 0.71114 5.05758  0.104
59 H -2.68060 -3.18071 -5.19860  0.097
60 C 0.77481 0.09996 -4.45786  -0.057
61 C 2.07457 2.39256 3.35621  -0.050
62 N -2.56350 6.87595 -0.13571  -0.356
63 H 2.59554 2.82826 -3.68248  0.109
64 O -2.90582 0.42060 3.84711  -0.067
65 H 0.22785 3.87397 1.94370  0.096
66 O -2.47592 7.62936 0.81865  0.039
67 C 2.13985 -4.99732 -0.57883  -0.040
68 C 3.09732 -4.48637 0.27279  -0.101
69 H 4.55250 2.69384 -2.29054  0.103
70 O -1.20067 1.53856 -2.17679  -0.172
71 C -1.37115 -3.82748 1.75502  -0.159
72 C 4.05802 2.66154 1.05831  -0.026
73 N -1.50757 -3.07988 -1.53303  0.144
74 C 0.59912 0.11599 3.21988  -0.107
75 C 2.28005 1.10191 -2.43812  -0.228
76 H 0.01039 -0.78574 3.10462  0.087
77 H 0.37209 2.46867 -0.07861  0.086
78 N 1.17752 -2.81856 -0.81545  0.143
79 O -3.61522 -0.39913 0.73842  -0.218
80 C -2.98522 -2.32259 -3.25038  -0.058
81 H -2.70413 -5.74239 4.20416  0.095
82 C -2.02437 -2.49466 3.49738  -0.113
83 O -0.81212 3.29552 -3.54951  -0.022
84 H 3.80634 -2.69864 1.26786  0.092
85 C -0.99072 2.74526 -2.44942  -0.669

---

Look up the max |F| of the second one. 1.9 eV/Å

---

Which of these has the highest calculated total energy? C5H14NO

---

What is the max |F| in the second record? 1.9 eV/Å